# C23H41Cl2F2N6O7PS3

A cluster of 2 separate species, C23H41Cl2F2N6O7PS3 in total (wB97M-V/def2-TZVPD, the OMol25 dataset).

```
! RIJCOSX wB97M-V def2-TZVPD def2/J DEFGRID3
* xyz 0 1
C 0.27401 2.95949 4.42176
C -1.28110 2.72546 4.73935
C -2.06626 1.83617 3.65726
C -1.54096 0.31564 3.57560
C -1.85877 -0.38064 2.16666
C -1.07762 -1.80893 2.11459
C 0.48518 -1.68927 1.83264
C 0.87800 -1.23454 0.30229
C -0.05943 -2.00844 -0.73972
C 0.39816 -3.30267 -1.51144
C -0.51707 -4.08954 -2.48804
C -1.96662 -3.63799 -2.77682
C -2.46145 -2.36836 -2.04238
C -1.54028 -1.59316 -1.07034
N 0.76750 0.23859 0.31292
C 1.40588 0.97394 -0.86770
C 0.20920 1.13129 -1.95651
O -1.06412 1.52046 -1.37716
N -2.07102 1.42217 -2.28693
O -3.09687 1.64543 -1.72267
C 1.69244 2.42282 -0.16014
Cl 0.30004 2.91223 1.01001
C 1.80266 3.71361 -1.04153
C 2.53603 4.86945 -0.14139
Cl 2.68068 3.76634 -2.61053
C 2.66987 0.25034 -1.51577
S 4.32786 1.13239 -1.23390
P 2.61723 -0.04929 -3.44385
N 4.32519 -0.43810 -3.83174
O 2.27360 1.29150 -4.36969
N 2.97054 -1.16856 -1.08359
C 2.42691 -1.64250 0.21596
C 3.34017 -1.34704 1.49776
N 3.60451 -2.55909 2.35535
C 3.49244 -2.08761 3.77360
H 0.93362 3.05736 5.35567
H 0.72795 2.14887 3.73337
H 0.37568 3.94989 3.83936
H -1.78300 3.76401 4.74474
H -1.42404 2.22855 5.76109
H -3.16358 1.78528 4.01903
H -2.05109 2.33554 2.62171
H -2.02775 -0.28245 4.43475
H -0.40997 0.33853 3.82344
H -2.98641 -0.63002 2.17800
H -1.62039 0.29553 1.28169
H -1.18881 -2.23263 3.18767
H -1.62453 -2.57743 1.44731
H 0.88490 -0.93267 2.61175
H 0.94979 -2.72775 2.01751
H 1.45866 -3.74232 -1.38842
H -0.15999 -5.04840 -3.00564
H -2.62904 -4.25972 -3.47829
H -3.53975 -2.03482 -2.24803
H -2.02832 -0.69076 -0.54772
H 1.41200 0.49353 1.09527
H 0.47532 1.98251 -2.69306
H -0.01133 0.13913 -2.50996
H 2.58358 2.37048 0.57518
H 0.74048 4.13659 -1.21658
H 2.29863 4.80713 0.96432
H 2.40375 5.89470 -0.61719
H 3.66426 4.62248 -0.24189
H 4.42005 1.13866 0.17151
H 4.73604 -1.04411 -3.11244
H 4.87007 0.42140 -3.99069
H 1.80170 1.00902 -5.19282
H 2.66632 -1.88862 -1.79014
H 4.00694 -1.31233 -1.03697
H 2.42305 -2.80182 0.15453
H 2.95984 -0.52908 2.19315
H 4.36283 -0.97254 1.09480
H 4.58622 -2.81835 2.17109
H 3.79617 -2.95643 4.45920
H 4.15048 -1.16177 3.98394
H 2.42151 -1.79202 4.06657
N -7.31482 -0.10936 -4.08121
S -6.33585 -0.34728 -2.87430
O -5.20929 -1.23002 -3.09933
O -6.90464 -0.36577 -1.54703
F -5.59918 1.07102 -2.85702
S -8.15710 -1.39562 -4.41585
O -8.81695 -1.33294 -5.70155
O -8.94808 -1.98025 -3.35833
F -7.05246 -2.51455 -4.68611
*
```

**F_max**: 4.59 eV/Å
**Orbital gap**: 6.8415 eV